1.
ORCA calculation (ωB97M-V/def2-TZVPD) on one molecule with the formula CH2FOPS.

Geometry (Å):
O -0.02 2.05 -0.98
P -0.18 0.63 -1.21
C -0.30 -0.04 0.56
S 0.24 -1.76 0.43
F 1.48 -1.50 -0.81
H -1.31 -0.02 0.69
H 0.09 0.64 1.34

Values from the calculation:
Gap between HOMO and LUMO ... 8.89 eV
Relative energy (zero: lowest compared OMol25 entry of this formula, charge and spin) ... 38.5 kcal per mole
HOMO ... -9.617 eV
LUMO level ... -0.73 eV
Multiplicity ... 1
Electronic energy ... -953.89623 Eh
SMILES ... O=PCSF

2.
ORCA calculation (ωB97M-V/def2-TZVPD) on one molecule with the formula CH2FPS.

Geometry (Å):
C -0.02 0.31 -0.12
P -0.87 1.43 -1.02
F -0.28 1.27 -2.54
S -1.87 3.06 -0.76
H 0.50 -0.47 -0.64
H -0.31 0.17 0.90

Values from the calculation:
Gap between HOMO and LUMO ... 8.80 eV
Relative energy (zero: lowest compared OMol25 entry of this formula, charge and spin) ... 0.0 kcal per mole
HOMO ... -9.314 eV
LUMO level ... -0.51 eV
Multiplicity ... 1
Electronic energy ... -878.70348 Eh
SMILES ... C=P(F)=S

3.
ORCA calculation (ωB97M-V/def2-TZVPD) on CH2I2S as an isolated structure.

Geometry (Å):
C -0.66 -0.03 -0.59
S 2.05 0.26 0.39
I -1.56 1.70 0.08
I -1.32 -1.87 0.07
H -0.26 0.00 -1.59
H 1.76 -0.07 1.64

Values from the calculation:
Gap between HOMO and LUMO (spin up / spin down) ... 6.37 / 6.38 eV
Relative energy (zero: lowest compared OMol25 entry of this formula, charge and spin) ... 64.7 kcal per mole
HOMO (spin up / spin down) ... -8.558 / -8.563 eV
LUMO level (spin up / spin down) ... -2.18 / -2.18 eV
Multiplicity ... 1
Electronic energy ... -1032.75366 Eh

4.
ORCA calculation (ωB97M-V/def2-TZVPD) on a 2-piece molecular cluster, CH2IN overall.

Geometry (Å):
C -0.29 1.79 2.71
N -0.70 1.75 1.65
H 0.21 1.64 3.64
I 1.09 -1.34 -1.61
H 0.77 -2.82 -2.28

Values from the calculation:
Gap between HOMO and LUMO ... 10.60 eV
Relative energy (zero: lowest compared OMol25 entry of this formula, charge and spin) ... 2.0 kcal per mole
HOMO ... -9.949 eV
LUMO level ... 0.65 eV
Multiplicity ... 1
Electronic energy ... -391.71392 Eh
SMILES ... C#N.I

5.
ORCA calculation (ωB97M-V/def2-TZVPD) on a 2-piece molecular cluster, CH2INO overall.

Geometry (Å):
C 0.35 -0.08 -0.79
N -0.18 -0.89 -0.20
O 0.17 1.58 0.93
I -0.54 0.52 2.26
H 0.78 0.84 -1.26
H -0.58 -0.64 1.12

Values from the calculation:
Gap between HOMO and LUMO ... 8.82 eV
Relative energy (zero: lowest compared OMol25 entry of this formula, charge and spin) ... 118.8 kcal per mole
HOMO ... -8.690 eV
LUMO level ... 0.13 eV
Multiplicity ... 1
Electronic energy ... -466.82433 Eh

6.
ORCA calculation (ωB97M-V/def2-TZVPD) on a 2-piece molecular cluster, CH2INO2 overall.

Geometry (Å):
N -1.53 0.34 -0.47
C -1.21 -0.20 0.54
O -1.14 -0.62 1.60
H -0.97 0.44 -1.28
O 1.31 -0.37 -0.42
I 1.56 1.37 0.47
H 2.00 -0.94 -0.43

Values from the calculation:
Gap between HOMO and LUMO ... 8.83 eV
Relative energy (zero: lowest compared OMol25 entry of this formula, charge and spin) ... 22.7 kcal per mole
HOMO ... -9.867 eV
LUMO level ... -1.04 eV
Multiplicity ... 1
Electronic energy ... -542.19031 Eh
SMILES ... N=C=O.OI

7.
ORCA calculation (ωB97M-V/def2-TZVPD) on CH2INOS as an isolated structure.

Geometry (Å):
C -0.08 -0.19 -1.07
N 0.16 -0.92 -0.08
O -0.26 1.84 0.54
S -0.34 0.54 -2.40
I 0.06 1.11 2.23
H 0.20 -0.46 0.93
H 0.27 -1.93 -0.14

Values from the calculation:
Gap between HOMO and LUMO ... 6.85 eV
Relative energy (zero: lowest compared OMol25 entry of this formula, charge and spin) ... 55.7 kcal per mole
HOMO ... -7.853 eV
LUMO level ... -1.01 eV
Multiplicity ... 1
Electronic energy ... -865.04564 Eh

8.
ORCA calculation (ωB97M-V/def2-TZVPD) on a 2-piece molecular cluster, CH2N2 overall.

Geometry (Å):
C -1.40 -0.54 1.03
N 1.71 0.41 -1.36
N 1.87 1.03 -0.44
H -1.90 -0.56 0.00
H -0.28 -0.34 0.78

Values from the calculation:
Gap between HOMO and LUMO (spin up / spin down) ... 8.93 / 8.93 eV
Relative energy (zero: lowest compared OMol25 entry of this formula, charge and spin) ... 79.8 kcal per mole
HOMO (spin up / spin down) ... -9.930 / -9.929 eV
LUMO level (spin up / spin down) ... -1.00 / -1.00 eV
Multiplicity ... 1
Electronic energy ... -148.67134 Eh

9.
ORCA calculation (ωB97M-V/def2-TZVPD) on one molecule with the formula CH2N2O.

Geometry (Å):
C -1.10 0.73 0.19
N -0.51 -0.34 0.11
N 0.72 -0.58 0.06
O 1.41 0.44 -0.10
H -1.69 1.12 -0.54
H 1.16 -1.38 0.29

Values from the calculation:
Gap between HOMO and LUMO (spin up / spin down) ... 7.72 / 7.81 eV
Relative energy (zero: lowest compared OMol25 entry of this formula, charge and spin) ... 147.4 kcal per mole
HOMO (spin up / spin down) ... -8.134 / -8.184 eV
LUMO level (spin up / spin down) ... -0.41 / -0.37 eV
Multiplicity ... 1
Electronic energy ... -223.82609 Eh

10.
ORCA calculation (ωB97M-V/def2-TZVPD) on a 2-piece molecular cluster, CH2N2O2P overall.

Geometry (Å):
C -1.40 1.54 0.03
N -1.96 2.55 0.09
N 1.35 -0.23 0.03
O -0.20 -1.79 -1.21
O -0.49 -1.76 1.35
P -0.09 -1.10 0.07
H 1.39 0.17 -0.91
H 1.40 0.61 0.56

Values from the calculation:
Gap between HOMO and LUMO ... 9.44 eV
Total charge ... -1
Relative energy (zero: lowest compared OMol25 entry of this formula, charge and spin) ... 32.2 kcal per mole
HOMO ... -5.827 eV
LUMO level ... 3.61 eV
Multiplicity ... 1
Electronic energy ... -640.75619 Eh

11.
ORCA calculation (ωB97M-V/def2-TZVPD) on a 2-piece molecular cluster, CH2N2O2S overall.

Geometry (Å):
C 0.20 -0.62 -0.49
N 0.81 0.28 -1.03
N -0.18 -1.65 0.04
O 1.62 1.57 0.80
O 1.20 1.50 -0.54
S -3.31 -0.80 -0.09
H 0.83 1.46 1.34
H -1.17 -1.74 -0.04

Values from the calculation:
Gap between HOMO and LUMO (spin up / spin down) ... 6.17 / 6.14 eV
Relative energy (zero: lowest compared OMol25 entry of this formula, charge and spin) ... 236.6 kcal per mole
HOMO (spin up / spin down) ... -9.746 / -9.742 eV
LUMO level (spin up / spin down) ... -3.58 / -3.60 eV
Multiplicity ... 1
Electronic energy ... -697.17391 Eh

12.
ORCA calculation (ωB97M-V/def2-TZVPD) on a 2-piece molecular cluster, CH2N2O2S overall.

Geometry (Å):
O 0.01 -2.56 0.46
N 0.87 -1.83 0.83
N 0.97 -0.69 0.13
C 1.55 0.36 -0.05
S 2.23 1.66 -0.51
O -1.74 0.82 -0.03
H -2.23 0.47 -0.75
H -1.66 1.78 -0.07

Values from the calculation:
Gap between HOMO and LUMO ... 8.69 eV
Relative energy (zero: lowest compared OMol25 entry of this formula, charge and spin) ... 118.4 kcal per mole
HOMO ... -9.677 eV
LUMO level ... -0.99 eV
Multiplicity ... 1
Electronic energy ... -697.36235 Eh
SMILES ... O=NN=C=S.O

13.
ORCA calculation (ωB97M-V/def2-TZVPD) on one molecule with the formula CH2N2O2S.

Geometry (Å):
N 1.04 -0.59 -0.56
O 0.57 -1.69 0.17
O -0.81 -1.13 0.48
N -0.94 0.13 0.25
C -0.80 1.31 0.50
S -1.38 2.84 0.57
H 0.36 -0.80 -1.35
H 1.97 -0.07 -0.07

Values from the calculation:
Gap between HOMO and LUMO ... 8.50 eV
Relative energy (zero: lowest compared OMol25 entry of this formula, charge and spin) ... 247.7 kcal per mole
HOMO ... -8.955 eV
LUMO level ... -0.45 eV
Multiplicity ... 1
Electronic energy ... -697.15622 Eh
SMILES ... NOON=C=S

14.
ORCA calculation (ωB97M-V/def2-TZVPD) on one molecule with the formula CH2N2O2S.

Geometry (Å):
C 0.11 0.13 0.71
N 1.80 -0.42 -0.95
N 1.14 -0.02 -0.01
O -2.50 0.97 0.01
O -1.11 -0.92 0.33
S -1.95 -0.20 -0.64
H -0.31 0.84 1.38
H 2.81 -0.38 -0.82

Values from the calculation:
Gap between HOMO and LUMO (spin up / spin down) ... 8.40 / 8.33 eV
Relative energy (zero: lowest compared OMol25 entry of this formula, charge and spin) ... 41.8 kcal per mole
HOMO (spin up / spin down) ... -7.566 / -10.243 eV
LUMO level (spin up / spin down) ... 0.84 / -1.92 eV
Multiplicity ... 3
⟨S²⟩ ... 2.010
Electronic energy ... -697.28898 Eh

15.
ORCA calculation (ωB97M-V/def2-TZVPD) on a 2-piece molecular cluster, CH2N2O3 overall.

Geometry (Å):
N -1.52 0.94 0.06
C -1.56 -0.22 0.03
O -1.90 -1.30 0.13
H -0.71 1.59 -0.02
O 2.01 1.16 -0.18
N 1.30 0.21 -0.37
O 1.59 -0.95 0.30
H 0.79 -1.43 0.06

Values from the calculation:
Gap between HOMO and LUMO ... 10.57 eV
Relative energy (zero: lowest compared OMol25 entry of this formula, charge and spin) ... 26.7 kcal per mole
HOMO ... -10.959 eV
LUMO level ... -0.39 eV
Multiplicity ... 1
Electronic energy ... -374.43659 Eh
SMILES ... N=C=O.O=NO

16.
ORCA calculation (ωB97M-V/def2-TZVPD) on a 2-piece molecular cluster, CH2N2O3 overall.

Geometry (Å):
C 0.37 0.24 -0.02
N 1.31 0.95 -0.75
N -0.08 2.35 -2.59
O 0.71 3.07 -2.91
O -1.23 2.16 -2.74
O 0.59 1.54 0.24
H -0.54 -0.01 -0.48
H 0.68 -0.47 0.69

Values from the calculation:
Gap between HOMO and LUMO (spin up / spin down) ... 9.42 / 9.25 eV
Relative energy (zero: lowest compared OMol25 entry of this formula, charge and spin) ... 135.0 kcal per mole
HOMO (spin up / spin down) ... -9.508 / -9.874 eV
LUMO level (spin up / spin down) ... -0.09 / -0.63 eV
Multiplicity ... 1
Electronic energy ... -374.26407 Eh

17.
ORCA calculation (ωB97M-V/def2-TZVPD) on an isolated ion of composition CH2N2O3S and charge -2.

Geometry (Å):
C 0.22 0.33 -0.79
N -0.60 -0.19 0.56
N -0.26 -0.55 -1.89
O 0.88 -0.25 2.80
O 1.20 1.06 -1.01
O -1.18 1.17 2.65
S 0.06 0.69 1.87
H 0.38 -0.84 -2.61
H -0.70 -1.42 -1.58

Values from the calculation:
Gap between HOMO and LUMO ... 5.23 eV
Total charge ... -2
Relative energy (zero: lowest compared OMol25 entry of this formula, charge and spin) ... 36.7 kcal per mole
HOMO ... 1.782 eV
LUMO level ... 7.02 eV
Multiplicity ... 1
Electronic energy ... -772.62835 Eh

18.
ORCA calculation (ωB97M-V/def2-TZVPD) on an isolated ion of composition CH2N2O3S and charge -2.

Geometry (Å):
N 2.12 0.13 -0.31
S 0.07 0.78 -0.23
O 0.32 1.92 0.74
N -0.38 -0.60 0.43
C -1.71 -0.43 0.18
O -2.47 -1.37 0.46
O -1.99 0.68 -0.43
H 2.32 -0.53 -1.15
H 1.71 -0.57 0.31

Values from the calculation:
Gap between HOMO and LUMO ... 6.04 eV
Total charge ... -2
Relative energy (zero: lowest compared OMol25 entry of this formula, charge and spin) ... 33.9 kcal per mole
HOMO ... 0.868 eV
LUMO level ... 6.91 eV
Multiplicity ... 1
Electronic energy ... -772.63272 Eh
SMILES ... NS12([O-])=N[C@@]1([O-])O2

19.
ORCA calculation (ωB97M-V/def2-TZVPD) on one molecule with the formula CH2N2O3S.

Geometry (Å):
C -1.14 0.03 -0.05
N -0.35 0.13 -1.12
N -0.12 0.44 1.09
O -2.26 -0.30 0.16
O 1.67 -1.10 -0.14
O 1.90 1.37 -0.09
S 1.09 0.20 -0.01
H -0.47 -0.62 -1.83
H -0.33 -0.16 1.99

Values from the calculation:
Gap between HOMO and LUMO ... 11.55 eV
Relative energy (zero: lowest compared OMol25 entry of this formula, charge and spin) ... 16.9 kcal per mole
HOMO ... -11.294 eV
LUMO level ... 0.25 eV
Multiplicity ... 1
Electronic energy ... -772.67988 Eh

20.
ORCA calculation (ωB97M-V/def2-TZVPD) on one molecule with the formula CH2N2O3S.

Geometry (Å):
C -1.23 -0.19 -0.07
N -0.95 1.29 0.18
N -0.02 1.91 0.44
O 1.80 -0.41 -1.29
O 2.52 -0.71 1.09
O -0.28 -0.96 0.37
S 1.55 -0.22 0.14
H -2.23 -0.42 0.30
H -1.17 -0.28 -1.16

Values from the calculation:
Gap between HOMO and LUMO (spin up / spin down) ... 7.77 / 7.76 eV
Relative energy (zero: lowest compared OMol25 entry of this formula, charge and spin) ... 62.2 kcal per mole
HOMO (spin up / spin down) ... -9.684 / -9.683 eV
LUMO level (spin up / spin down) ... -1.92 / -1.92 eV
Multiplicity ... 1
Electronic energy ... -772.60764 Eh